# 1
The following is a DFT calculation (ωB97M-V/def2-TZVPD) of a 2-piece molecular cluster, C4H10O2 overall.

Calculated values
Energy ... -308.8473 hartree
Structure (SMILES) ... C=C(C)OC.O
HOMO ... -9.1 eV
ΔE to the lowest compared entry with this formula, charge and spin ... 31.9 kcal per mole
LUMO energy ... 0.908 eV
Kohn-Sham gap ... 9.958 eV

Structure (ORCA input):
```
! RIJCOSX wB97M-V def2-TZVPD def2/J DEFGRID3
* xyz 0 1
C -0.1541 1.7124 -0.4024
C -0.3359 0.3869 -0.3905
C -0.1460 -0.4933 -1.5949
O -0.7790 -0.1954 0.7588
C -0.2571 -1.4762 1.0856
H 0.0978 2.2306 -1.3214
H -0.3097 2.2958 0.5007
H 0.5834 -1.2908 -1.4132
H 0.2097 0.0993 -2.4411
H -1.0989 -0.9636 -1.8649
H -0.5554 -2.2421 0.3585
H 0.8366 -1.4346 1.1564
H -0.6844 -1.7328 2.0573
O 2.6054 0.4026 0.6004
H 1.9356 0.8304 0.0421
H 2.5016 0.8638 1.4421
*
```



# 2
The following is a DFT calculation (ωB97M-V/def2-TZVPD) of a 2-piece molecular cluster, C4H10O2 overall at a distorted geometry.

Calculated values
Energy ... -308.8438 hartree
Structure (SMILES) ... C/C=C(/C)O.O
HOMO ... -8.6 eV
ΔE to the lowest compared entry with this formula, charge and spin ... 34.1 kcal per mole
LUMO energy ... 0.715 eV
Kohn-Sham gap ... 9.265 eV

Structure (ORCA input):
```
! RIJCOSX wB97M-V def2-TZVPD def2/J DEFGRID3
* xyz 0 1
C -0.3104 -1.9869 0.9160
C -0.6168 -0.4991 1.0330
C -0.7105 0.2077 -0.0981
C -0.9546 1.7037 -0.2033
O -1.0897 -0.4492 -1.2685
H 0.7493 -2.1607 0.7769
H -0.7913 -2.3630 0.0169
H -0.6454 -2.5443 1.7950
H -0.4588 -0.0715 2.0117
H -0.2040 2.2734 0.3480
H -1.9281 1.9670 0.2103
H -0.8345 1.9846 -1.2495
H -1.6852 0.1085 -1.7814
O 3.1007 1.0237 -0.7501
H 3.8922 0.4683 -0.7278
H 2.4871 0.3377 -1.0293
*
```



# 3
The following is a DFT calculation (ωB97M-V/def2-TZVPD) of C4H10O2 as an isolated structure.

Calculated values
Energy ... -308.8381 hartree
HOMO ... -9.9 eV
ΔE to the lowest compared entry with this formula, charge and spin ... 37.7 kcal per mole
LUMO energy ... 0.883 eV
Kohn-Sham gap ... 10.756 eV

Structure (ORCA input):
```
! RIJCOSX wB97M-V def2-TZVPD def2/J DEFGRID3
* xyz 0 1
C 1.0234 0.7629 0.0948
O 1.5215 -0.5724 -0.0407
C 0.2746 -0.9672 -0.6517
C -0.1882 -2.3512 -0.2827
C -0.4216 0.2616 -0.0645
O -1.0739 3.1822 -0.7620
H 1.3286 1.2323 1.0362
H 1.3714 1.3874 -0.7464
H -0.2255 2.7279 -0.7204
H 0.3657 -0.8682 -1.7450
H 0.5633 -3.0925 -0.5710
H -1.1196 -2.5795 -0.8135
H -0.3666 -2.4282 0.7941
H -1.1248 0.8022 -0.7004
H -0.8742 0.0460 0.9092
H -1.4951 2.9568 0.0765
*
```



# 4
The following is a DFT calculation (ωB97M-V/def2-TZVPD) of the molecule C4H10O2 at a distorted geometry.

Calculated values
Energy ... -308.8169 hartree
Structure (SMILES) ... C[C@H](O)CCO
HOMO ... -9.9 eV
ΔE to the lowest compared entry with this formula, charge and spin ... 51.0 kcal per mole
LUMO energy ... 0.853 eV
Kohn-Sham gap ... 10.722 eV

Structure (ORCA input):
```
! RIJCOSX wB97M-V def2-TZVPD def2/J DEFGRID3
* xyz 0 1
C 1.0092 -1.7203 0.5983
C 0.2343 -0.8595 -0.3766
O 0.9165 -0.6727 -1.6112
C -0.4769 0.2975 0.4779
C -1.0831 1.2998 -0.3852
O -0.5484 2.6149 -0.1644
H 1.3979 -2.5569 -0.0458
H 0.4933 -1.7746 1.5870
H 2.0450 -1.2098 0.9442
H -0.6931 -1.4167 -0.6524
H 1.5428 0.0424 -1.6605
H -1.2286 -0.2045 1.0459
H 0.3479 0.7544 0.9794
H -0.9669 1.1337 -1.4287
H -2.2296 1.4499 -0.1040
H -0.7603 2.8225 0.7962
*
```



# 5
The following is a DFT calculation (ωB97M-V/def2-TZVPD) of the molecule C4H10O2 at a distorted geometry.

Calculated values
Energy ... -308.8091 hartree
Structure (SMILES) ... COCCOC
HOMO ... -9.6 eV
ΔE to the lowest compared entry with this formula, charge and spin ... 55.9 kcal per mole
LUMO energy ... 1.078 eV
Kohn-Sham gap ... 10.636 eV

Structure (ORCA input):
```
! RIJCOSX wB97M-V def2-TZVPD def2/J DEFGRID3
* xyz 0 1
C 2.9837 -0.1296 0.0110
O 1.7437 0.5030 -0.1746
C 0.6748 -0.2573 0.3406
C -0.6367 0.4942 0.0775
O -1.5979 -0.4388 -0.3712
C -2.9393 -0.0315 -0.4681
H 3.7437 0.4909 -0.4709
H 3.2324 -0.2348 1.0793
H 3.0001 -1.1318 -0.4467
H 0.6218 -1.2387 -0.1569
H 0.8287 -0.4402 1.4179
H -1.0000 0.9893 0.9875
H -0.4421 1.2599 -0.6875
H -3.6088 -0.2316 0.4365
H -3.2314 0.9906 -0.2763
H -3.3725 -0.5936 -1.2982
*
```



# 6
The following is a DFT calculation (ωB97M-V/def2-TZVPD) of a 2-piece molecular cluster, C4H10O2 overall.

Calculated values
Energy ... -308.8242 hartree
Structure (SMILES) ... C[C@H](C=O)CO.[H][H]
HOMO ... -10.0 eV
ΔE to the lowest compared entry with this formula, charge and spin ... 46.4 kcal per mole
LUMO energy ... 0.854 eV
Kohn-Sham gap ... 10.845 eV

Structure (ORCA input):
```
! RIJCOSX wB97M-V def2-TZVPD def2/J DEFGRID3
* xyz 0 1
C -1.4793 -0.7601 0.1408
C -0.4793 0.3436 -0.2108
C 0.5220 -0.0349 -1.2832
O 1.6084 0.4926 -1.4188
C 0.2047 0.9152 1.0380
O 0.9890 2.0428 0.7591
H -1.8834 -1.2556 -0.7493
H -1.0350 -1.5278 0.7858
H -2.3224 -0.3303 0.6924
H -1.0221 1.1734 -0.6884
H 0.1934 -0.8217 -1.9987
H -0.5690 1.2239 1.7506
H 0.7885 0.1142 1.5256
H 1.5850 1.7751 0.0399
H 1.1602 -1.8909 -0.1074
H 1.7392 -1.4596 -0.2757
*
```



# 7
The following is a DFT calculation (ωB97M-V/def2-TZVPD) of the molecule C4H10O2 at a distorted geometry.

Calculated values
Energy ... -308.8711 hartree
Structure (SMILES) ... C[C@H](O)[C@H](C)O
HOMO ... -10.0 eV
ΔE to the lowest compared entry with this formula, charge and spin ... 17.0 kcal per mole
LUMO energy ... 0.700 eV
Kohn-Sham gap ... 10.672 eV

Structure (ORCA input):
```
! RIJCOSX wB97M-V def2-TZVPD def2/J DEFGRID3
* xyz 0 1
C 1.1511 -1.0082 0.7221
C 0.7565 -0.2408 -0.4908
O 1.6334 0.8559 -0.6067
C -0.7232 0.2364 -0.4994
C -1.1676 0.9661 0.7701
O -1.6136 -0.8623 -0.6167
H 2.1706 -1.3752 0.6249
H 1.1168 -0.4153 1.6349
H 0.5036 -1.8710 0.8639
H 0.9313 -0.8704 -1.3639
H 1.2884 1.4080 -1.3432
H -0.7965 0.9131 -1.3365
H -0.3722 1.7041 1.0610
H -2.1161 1.4887 0.5390
H -1.2799 0.2722 1.5990
H -1.4825 -1.2014 -1.5577
*
```



# 8
The following is a DFT calculation (ωB97M-V/def2-TZVPD) of the molecule C4H10O2 at a distorted geometry.

Calculated values
Energy ... -308.8315 hartree
Structure (SMILES) ... OCCCCO
HOMO ... -10.3 eV
ΔE to the lowest compared entry with this formula, charge and spin ... 41.8 kcal per mole
LUMO energy ... 0.932 eV
Kohn-Sham gap ... 11.224 eV

Structure (ORCA input):
```
! RIJCOSX wB97M-V def2-TZVPD def2/J DEFGRID3
* xyz 0 1
O 2.9544 -0.0602 -0.6379
C 1.7752 0.5898 -0.0520
C 0.6687 -0.4236 0.3032
C -0.6396 0.3259 0.4632
C -1.7875 -0.3861 -0.3885
O -3.0771 0.2370 -0.0454
H 3.2469 -0.7226 0.0499
H 1.5388 1.2832 -0.8419
H 1.9509 1.2022 0.9178
H 1.0758 -0.6648 1.3386
H 0.7965 -1.2438 -0.3610
H -1.0259 0.3125 1.4449
H -0.6279 1.3162 0.1543
H -1.4585 -0.3183 -1.4364
H -1.7679 -1.4444 -0.1100
H -3.6227 -0.0031 -0.7988
*
```